C3H5NO3 | ωB97M-V with the def2-TZVPD basis set

```
! wB97M-V def2-TZVPD RIJCOSX def2/J DEFGRID3
* xyz 0 1
H 1.1950 -0.0210 -1.9119
H -1.6059 -2.0047 1.3203
O -1.1914 -1.6968 -0.5993
O 0.5165 0.4644 -1.4531
H -1.9871 0.6908 0.3989
C 1.0095 0.6898 -0.2340
O 2.1966 0.6870 0.0472
C -1.1888 0.1663 0.9283
C -1.2184 -1.3233 0.5401
H 0.4700 1.2265 1.5956
H -1.3726 0.2779 1.9915
N 0.0589 0.9339 0.7197
*
```

Its LUMO energy is 0.3 eV. The total energy comes out at -397.78401 hartree. The molar mass comes out at 103.08 g/mol. The calculation puts the maximum force at 1.75 eV/A. Its SMILES is O=CCNC(=O)O. For the relative energy (zero: lowest compared OMol25 entry of this formula, charge and spin), the calculation gives 33.1 kcal/mol.


C3H7N2S | ωB97M-V with the def2-TZVPD basis set

```
! wB97M-V def2-TZVPD RIJCOSX def2/J DEFGRID3
* xyz 1 1
C 0.4458 1.4332 1.0928
C -0.3948 0.9595 0.1692
N 1.4599 0.6613 1.6410
H -1.1215 1.6665 -0.2021
H 1.7067 1.0729 2.5050
H 1.3285 -0.3293 1.7604
C -0.8457 -0.8189 -1.7577
N -0.3270 -0.5950 -0.6167
H -1.2460 0.0748 -2.3039
H 0.3110 2.5414 1.4268
S -1.0593 -2.4257 -2.3183
H -0.2414 -2.9961 -1.4739
H -0.0160 -1.2447 0.0775
*
```

Its LUMO energy is -4.6 eV. The total energy comes out at -625.87341 hartree. The molar mass comes out at 103.17 g/mol. The calculation puts the maximum force at 6.40 eV/A. For the relative energy (zero: lowest compared OMol25 entry of this formula, charge and spin), the calculation gives 62.0 kcal/mol.


C10H14BN7O2Sr | ωB97M-V with the def2-TZVPD basis set

```
! wB97M-V def2-TZVPD RIJCOSX def2/J DEFGRID3
* xyz 2 1
N -0.2328 0.5106 -2.1081
H 4.6168 1.4013 1.0650
C 0.6850 -2.9985 -1.6829
N -0.3293 -1.7696 -0.0873
C -2.2560 1.3687 -1.9608
H 1.3119 -3.1738 -2.5590
C -1.7569 1.7323 -3.2472
C 3.6389 1.0161 0.7632
C -0.4695 1.1553 -3.2883
H 0.2364 1.2950 4.5705
C -0.6517 -3.0641 0.1060
H -3.2119 1.6552 -1.5393
B 1.0236 -0.3446 -1.6582
H 1.7311 -0.4765 -2.6358
H -1.2987 -3.3743 0.9172
N 1.4780 0.2512 0.8381
H -0.9687 2.2047 3.5687
N -1.3455 0.6376 -1.2679
H -0.6293 0.3730 3.3761
N -3.9204 0.8423 2.2108
H -0.1098 -4.9767 -0.9684
H 3.7544 0.6791 -1.4909
C 2.5052 0.7386 1.5793
N 1.9301 0.2207 -0.4844
C -0.0368 -3.8938 -0.8721
H -2.2516 2.3127 -4.0306
C -0.7272 1.2416 4.0506
H -1.5307 0.9634 4.7426
H 2.4209 0.9185 2.6460
O -3.2721 1.6455 2.8989
H 0.2883 1.1422 -4.0774
Sr -0.9893 0.4821 1.1993
N 0.4937 -1.7404 -1.1971
C 3.2207 0.6635 -0.5358
O -3.3466 0.3611 1.1589
*
```

Its LUMO energy (alpha / beta) is -11.1 / -10.8 eV. The total energy comes out at -978.12832 hartree. The molar mass comes out at 362.70 g/mol. The calculation puts the maximum force at 6.84 eV/A. For the relative energy (zero: lowest compared OMol25 entry of this formula, charge and spin), the calculation gives 0.0 kcal/mol.


C35H46As4FeN2O | ωB97M-V with the def2-TZVPD basis set

```
! wB97M-V def2-TZVPD RIJCOSX def2/J DEFGRID3
* xyz 3 2
As -1.8644 -0.9976 -1.0370
C -3.4566 0.4325 4.3023
H 0.1504 -2.0646 -2.8599
H 0.9759 -3.6055 -3.1428
H 1.3368 1.7642 -4.9965
C 0.8461 3.4105 2.1565
As 1.7017 -1.1556 -0.6723
C -1.0047 0.2010 4.6048
C -1.4734 -2.9221 -0.7754
H -2.2954 -3.4467 -1.2719
C 3.2629 2.6720 0.9640
C 3.1445 -1.2376 0.6375
C 2.0295 3.4741 2.8752
C -1.0200 7.6004 -1.0601
H -1.5801 -3.0997 0.3019
C 0.0694 -3.1474 -2.7445
H 0.2147 -8.1404 -0.2544
H -4.2422 1.7439 2.8813
C 3.0399 2.0656 -2.0752
C -1.5761 5.5975 0.1353
C 1.9770 2.3004 -1.2089
C -0.2784 6.8625 -1.9712
H -1.4526 -7.9982 -0.8890
H 0.7569 -5.4966 -1.4419
H 0.6000 -4.8734 2.3367
H 1.4744 0.1342 2.3194
C 0.6615 2.3332 -1.7234
H 0.4025 4.9107 -2.5526
H -0.9284 -5.4039 -1.9479
C -1.7692 0.5302 2.3731
C -3.5592 -1.0205 -0.0697
H 2.0191 3.8238 3.8993
H 4.2108 2.4087 0.5104
H -2.2491 7.5503 0.7016
C -1.6663 6.9729 -0.0027
H -3.1865 -0.0185 -2.9328
H 1.1228 -0.0440 4.7794
H 3.0865 -2.3803 -2.4020
H -4.0571 -0.0546 -0.1469
C 0.2855 0.1039 4.1118
H -5.3306 1.1178 4.0563
C 0.6201 -5.8349 1.8297
H 1.9127 -3.6449 -0.5797
H -0.5746 2.1618 -3.4820
C 3.2338 3.1053 2.2783
H 3.6316 1.7105 -4.1020
H 1.5856 -5.9886 1.3452
C -0.1393 -3.5029 -1.2643
H 3.6588 -0.2786 0.6908
H -1.1104 8.6710 -1.1856
H 4.1564 3.1896 2.8372
As -0.6426 2.9507 -0.4069
H -2.5410 0.7147 1.6359
C -0.8195 4.8702 -0.7771
C 0.4318 2.1045 -3.0824
H -2.0945 5.0966 0.9455
C 1.0410 -3.0070 -0.4087
O -3.6509 -0.1783 5.3277
H 0.4452 -6.6230 2.5608
C -0.2112 -5.0415 -1.2072
C 0.8725 3.0018 0.8309
C -0.1765 5.4842 -1.8395
C -0.8099 -7.8382 -0.0258
H 3.6572 -0.7223 -2.1860
H 4.0595 2.0766 -1.7097
C 2.7720 -1.3436 -2.2912
H -1.8318 -0.9287 -3.6148
C -2.0577 0.4287 3.7217
N -0.5268 0.3986 1.8902
H 2.2288 -1.0316 -3.1795
H 3.8621 -1.9995 0.3354
C 1.5029 1.8847 -3.9341
C 2.7997 1.8729 -3.4285
N -4.4214 1.0884 3.6186
As -0.7712 -5.9649 0.4664
H -3.2608 -1.7836 -2.9868
Fe -0.0678 0.4754 -0.1976
H -0.7693 -3.4938 -3.3508
H -0.0872 3.7048 2.6233
H 0.2231 7.3548 -2.7932
H 2.7597 -1.4818 1.6266
H -1.1804 -8.4331 0.8081
C -2.5982 -0.9316 -2.8435
C 0.4807 0.1990 2.7470
H 0.7850 -3.0894 0.6524
C 2.0817 2.6222 0.2228
H -3.4169 -1.2706 0.9802
H -1.2154 0.1107 5.6627
H -4.2051 -1.7683 -0.5286
*
```

Its LUMO energy (alpha / beta) is -8.3 / -11.0 eV. The total energy comes out at -11751.87362 hartree. The molar mass comes out at 866.30 g/mol. The calculation puts the maximum force at 1.33 eV/A.


C19H38FNO26S6 | ωB97M-V with the def2-TZVPD basis set

```
! wB97M-V def2-TZVPD RIJCOSX def2/J DEFGRID3
* xyz 0 1
S -4.7458 -4.0606 -0.3823
C -5.9835 -4.4059 1.7603
N -2.7189 2.4057 0.1047
C 2.6880 1.1490 -2.9460
O -5.2066 -3.1876 -1.4033
S 5.0567 -0.1611 4.5292
O -2.1799 8.2206 -2.9763
C -2.1302 3.4579 -2.0742
C 4.2201 -6.7315 4.5220
O 2.8806 -2.3816 0.9089
H 2.2456 -0.3007 5.3380
H -5.6249 5.9779 -2.0214
C 6.0804 -1.9376 0.6050
H 3.3656 -7.3421 4.2459
H -2.0871 1.6114 0.1245
H 0.1262 4.2609 -2.9651
O -1.8912 7.4853 -0.6438
H 1.9324 -1.3250 3.9045
C -5.2425 -3.0849 1.8519
H -1.7459 4.2447 -1.4064
C -3.6588 -0.8491 -3.0610
O 4.1926 1.0446 3.9552
O 5.9085 -5.3395 3.7377
H 6.6832 -3.7569 1.6558
O 7.4158 -7.2053 3.1293
O 4.8114 -3.8632 0.8102
O 7.3344 -6.3550 5.4419
H -5.8828 -2.2390 1.5977
O -3.9259 8.6822 -1.2773
O -1.0810 2.6433 -2.5144
H -2.5728 0.9555 -3.6023
H 2.6085 -0.1570 -1.2234
O -4.3344 3.5057 -1.1697
H 4.0993 -6.3507 5.5372
C -2.9223 0.4239 -2.7174
H 1.6590 3.0905 -4.3180
H -3.7949 -1.4347 -2.1554
C -3.1303 2.6385 -1.2410
H -4.8545 6.2533 -0.4408
H 3.0288 0.2775 2.4204
O -5.0517 1.6162 -2.3408
H -2.2275 3.2138 0.4695
C 2.6132 -0.6113 4.3590
H -2.6356 3.9601 -2.9008
H -0.8129 3.5965 -4.3193
O 1.4778 1.8430 -2.6846
S 3.8626 -2.8727 0.0014
O -6.6115 3.4950 -2.0282
O 3.8916 -1.2500 4.5169
H 6.6627 -3.9084 -0.1240
C -0.2419 3.3321 -3.4191
C 2.9223 0.5740 3.4647
O 3.4729 -3.4531 -1.2315
H 5.8522 -1.4697 1.5586
C -4.9138 6.5911 -1.4765
H 0.5986 1.6946 -4.5545
H 4.3698 -5.9477 2.4981
O -3.6181 6.4619 -2.0842
H 3.5283 1.7354 -2.5553
O -4.2109 -3.2131 0.8609
H -5.5184 8.3742 -2.5633
O 5.3990 -7.5519 4.4628
C 6.1896 -3.4421 0.7405
C 0.9188 2.4470 -3.8206
C 2.6618 -0.2258 -2.3092
H 3.9488 -4.7164 3.7132
H 2.2041 1.3834 3.5566
C 4.5151 -5.6254 3.5290
H -3.9596 0.6962 -0.9166
O 5.4492 0.1488 5.8542
O -6.0218 -4.6748 0.3505
H -4.7686 -2.9210 2.8152
S -5.2759 3.1760 -2.3877
H -3.1035 -1.4281 -3.7961
H 3.5724 -0.7603 -2.5879
H -5.4451 -5.2108 2.2621
H -4.6496 -0.6259 -3.4578
F -1.8081 0.0955 -1.9378
C -5.2008 8.0762 -1.5635
C -3.7490 1.3084 -1.7972
S -2.7321 7.7435 -1.7602
S 6.6893 -6.6492 4.2136
H 2.8502 1.0540 -4.0258
H -7.0056 -4.3535 2.1240
O -4.7378 3.6912 -3.6043
H 1.8191 -0.8034 -2.6890
O -3.7977 -5.0735 -0.6687
H 6.9537 -1.4749 0.1558
O 6.0155 -0.5697 3.5626
O 4.9536 -1.7551 -0.2819
H -5.9173 8.4204 -0.8237
*
```

Its LUMO energy is 0.0 eV. The total energy comes out at -5246.61470 hartree. The molar mass comes out at 907.89 g/mol. The calculation puts the maximum force at 0.59 eV/A. Its SMILES is CCOCCOC[C@@]1(N)OS(=O)(=O)O[C@H]1[C@H](C)F.O=S1(=O)OCCO1.O=S1(=O)OCCO1.O=S1(=O)OCCO1.O=S1(=O)OCCO1.O=S1(=O)OCCO1. For the relative energy (zero: lowest compared OMol25 entry of this formula, charge and spin), the calculation gives 0.0 kcal/mol.